Entry 1:
{"formula": "C25H25N7OS3Y", "method": "ωB97M-V/def2-TZVPD", "homo_ha": -0.54778, "relative_energy_kj_mol": 9.84, "total_charge": 3, "homo_lumo_gap_ha": 0.196, "symbols": ["Y", "C", "C", "N", "C", "C", "S", "C", "C", "S", "C", "N", "C", "H", "H", "H", "H", "H", "H", "H", "H", "C", "C", "C", "C", "C", "N", "C", "O", "N", "C", "C", "C", "C", "N", "C", "C", "C", "H", "H", "H", "H", "H", "H", "H", "H", "H", "H", "H", "H", "H", "S", "C", "N", "C", "C", "C", "N", "H", "H", "H", "H"], "xyz": [[0.323256, 1.006657, 0.320840], [1.285836, -1.483988, 2.995327], [1.567383, -0.046029, 3.279288], [1.264448, 0.946633, 2.451499], [1.677683, 2.181043, 2.951528], [2.264494, 2.102476, 4.167428], [2.332529, 0.476265, 4.687685], [1.453146, 3.378466, 2.124704], [1.779609, 4.660463, 2.409467], [1.338522, 5.684625, 1.119132], [0.728242, 4.379601, 0.246433], [0.839480, 3.218776, 0.880336], [0.140627, 4.536537, -1.117966], [0.804191, -1.602913, 2.020732], [0.618462, -1.910631, 3.744194], [2.207823, -2.067496, 2.985595], [2.671655, 2.896991, 4.771785], [2.257976, 5.053726, 3.292056], [-0.683229, 5.250512, -1.115585], [-0.248021, 3.588156, -1.500077], [0.883580, 4.899728, -1.828795], [-1.041897, -3.991613, -5.136560], [-0.127110, -3.878968, -3.945677], [1.207674, -3.522820, -4.095073], [2.090231, -3.492560, -3.021042], [1.628443, -3.818805, -1.754399], [2.433571, -3.857981, -0.564674], [3.685814, -3.428149, -0.269290], [4.266736, -3.720543, 0.746003], [4.299043, -2.525657, -1.205939], [3.815018, -1.252498, -1.380247], [4.568456, -0.272721, -2.041366], [4.079659, 1.008846, -2.192539], [2.831082, 1.318545, -1.684273], [2.097871, 0.389759, -1.054013], [2.559888, -0.861303, -0.906697], [0.293176, -4.163733, -1.578108], [-0.568224, -4.194974, -2.664642], [-0.823207, -3.228294, -5.882200], [-2.085862, -3.887662, -4.843554], [-0.926842, -4.965113, -5.613985], [1.591413, -3.293419, -5.081734], [3.128666, -3.277634, -3.209932], [2.076180, -4.460704, 0.163884], [5.305159, -2.627907, -1.216673], [5.547092, -0.526475, -2.431083], [4.659278, 1.765628, -2.701617], [2.413351, 2.314846, -1.771985], [1.915923, -1.580370, -0.412573], [-0.070379, -4.451457, -0.597511], [-1.596179, -4.500393, -2.510968], [-1.488806, -0.944532, -0.291181], [-2.624864, 0.299148, -0.001692], [-3.957723, 0.071693, -0.091755], [-4.886184, 1.028266, 0.119811], [-4.478422, 2.292564, 0.450324], [-3.105990, 2.504098, 0.531402], [-2.209225, 1.543185, 0.310782], [-4.258903, -0.868076, -0.336620], [-5.919401, 0.724567, 0.010200], [-5.191782, 3.081954, 0.631772], [-2.710915, 3.481163, 0.782915]], "atomic_forces_ev_per_a": [[-0.1, -0.3, -0.1], [0.0, 0.0, -0.1], [-0.1, 0.0, -0.2], [0.0, 0.0, -0.1], [-0.1, 0.1, -0.1], [0.1, 0.0, 0.0], [0.1, 0.0, 0.2], [-0.1, -0.2, 0.0], [0.0, 0.0, 0.0], [0.1, 0.2, 0.1], [-0.1, -0.2, -0.1], [0.1, 0.3, 0.1], [-0.1, -0.1, -0.1], [0.0, 0.0, 0.0], [0.0, 0.0, 0.0], [0.0, 0.0, 0.0], [0.0, 0.0, 0.0], [0.0, 0.0, 0.0], [0.0, 0.0, 0.0], [0.0, 0.0, 0.0], [0.0, 0.0, 0.0], [0.0, 0.1, 0.1], [-0.1, 0.0, -0.1], [0.1, 0.0, 0.1], [-0.1, -0.1, -0.2], [0.2, 0.0, 0.4], [-0.2, -0.1, -0.2], [0.3, 0.3, 0.0], [0.0, -0.1, -0.1], [-0.3, 0.0, 0.0], [0.0, -0.1, 0.1], [0.1, 0.0, 0.0], [-0.1, 0.0, 0.0], [0.1, -0.1, 0.0], [-0.3, 0.3, 0.1], [0.1, 0.0, -0.1], [-0.1, 0.1, -0.1], [0.0, 0.0, 0.1], [0.0, 0.0, 0.0], [0.0, 0.0, 0.0], [0.0, 0.0, 0.0], [0.0, 0.0, 0.0], [0.1, 0.0, 0.1], [0.0, -0.1, 0.0], [0.0, 0.0, 0.1], [0.0, 0.0, 0.0], [0.0, 0.0, 0.0], [0.0, 0.0, 0.0], [0.0, 0.0, 0.0], [0.0, 0.0, 0.0], [0.0, 0.0, 0.0], [-0.2, 0.1, 0.0], [0.1, -0.1, 0.0], [-0.1, -0.1, 0.0], [0.1, -0.1, 0.0], [0.0, 0.0, 0.0], [0.0, 0.0, 0.0], [0.4, 0.0, 0.0], [0.0, 0.0, 0.0], [0.0, 0.0, 0.0], [0.0, 0.0, 0.0], [0.0, 0.0, 0.0]]}

---

Entry 2:
{"formula": "C24H22F2N", "method": "ωB97M-V/def2-TZVPD", "homo_ha": -0.39382, "total_charge": 1, "homo_lumo_gap_ha": 0.192, "symbols": ["C", "C", "C", "F", "C", "C", "C", "C", "C", "C", "F", "C", "C", "C", "C", "C", "C", "H", "H", "H", "H", "H", "H", "H", "H", "H", "H", "H", "H", "H", "C", "C", "C", "C", "C", "N", "C", "C", "C", "C", "H", "H", "H", "H", "H", "H", "H", "H", "H"], "xyz": [[5.187483, 0.716376, 3.055635], [3.838111, 0.105559, 3.071638], [2.711010, 0.897413, 3.279160], [2.907329, 2.244669, 3.453346], [1.419864, 0.405376, 3.301635], [1.200019, -0.951452, 2.917853], [-0.063931, -1.521001, 2.609843], [-1.342881, -0.918588, 2.774255], [-1.581817, 0.469129, 2.595002], [-2.872197, 0.948293, 2.697460], [-3.093193, 2.286667, 2.486840], [-3.973253, 0.136065, 2.950678], [-5.323668, 0.735668, 3.060166], [-3.742587, -1.239959, 3.096610], [-2.466877, -1.758183, 3.019744], [2.353593, -1.791317, 2.815005], [3.628638, -1.269918, 2.886356], [5.938302, -0.074990, 3.020706], [5.336301, 1.362622, 2.182651], [5.371453, 1.320415, 3.949032], [0.599727, 1.056672, 3.590454], [-0.065593, -2.611558, 2.515178], [-0.778773, 1.148298, 2.319723], [-6.066179, -0.061364, 3.140609], [-5.413916, 1.365886, 3.953295], [-5.567902, 1.358182, 2.192085], [-4.597619, -1.895614, 3.270050], [-2.298149, -2.831846, 3.138990], [2.204663, -2.862660, 2.654680], [4.500234, -1.916271, 2.771704], [-1.682515, -3.631928, -0.414069], [-1.310564, -2.209083, -0.516866], [-0.188270, -1.530956, -0.038601], [-0.290792, -0.171063, -0.482579], [-1.540169, -0.056952, -1.160372], [-2.118373, -1.317298, -1.155731], [-2.014702, 1.142930, -1.667129], [-1.201369, 2.274640, -1.518706], [0.042500, 2.179351, -0.866537], [0.504723, 0.968636, -0.338699], [-0.868103, -4.180506, 0.073535], [-2.598380, -3.752594, 0.185833], [-1.861442, -4.081459, -1.404616], [0.708520, -1.991385, 0.353204], [-3.006292, -1.552616, -1.591597], [-2.981342, 1.169845, -2.169692], [-1.525848, 3.237704, -1.915814], [0.660414, 3.075599, -0.766901], [1.466083, 0.873075, 0.168522]], "atomic_forces_ev_per_a": [[0.7, -0.1, 0.1], [-0.4, -0.2, -0.1], [-0.5, 0.8, 0.2], [-0.2, -1.3, 0.1], [0.1, 0.0, -0.4], [0.9, 0.1, 0.1], [-0.1, -0.2, 1.3], [-1.0, 0.3, -0.3], [0.0, -0.1, 0.0], [0.3, 0.7, -0.3], [0.2, -1.2, 0.3], [0.3, 0.0, 0.0], [-0.7, -0.1, 0.0], [0.0, 0.1, 0.1], [0.5, -0.1, -0.3], [-0.5, 0.1, -0.3], [0.1, 0.0, 0.1], [0.0, 0.1, 0.0], [-0.2, -0.1, 0.2], [-0.1, 0.0, -0.1], [0.3, -0.1, -0.2], [0.0, 0.3, -0.1], [-0.4, -0.1, -0.1], [0.0, 0.2, 0.0], [0.1, -0.1, -0.2], [0.1, -0.1, 0.2], [0.3, 0.2, 0.0], [-0.1, 0.3, -0.1], [0.1, 0.4, -0.1], [-0.3, 0.1, 0.1], [0.0, -0.5, 0.1], [0.5, 0.8, 0.1], [0.1, -0.5, -0.5], [-0.8, 0.3, -0.2], [0.6, 0.1, 0.5], [-0.3, -0.1, -0.1], [0.2, 0.3, -0.1], [-0.1, -0.5, 0.1], [0.2, -0.1, 0.2], [-0.2, 0.2, -0.1], [-0.3, 0.0, -0.1], [0.2, 0.0, -0.2], [0.1, 0.2, 0.3], [-0.1, -0.1, -0.2], [0.4, 0.1, 0.2], [0.2, 0.2, 0.1], [0.1, -0.3, 0.1], [-0.2, -0.3, -0.1], [-0.2, 0.3, -0.2]]}

---

Entry 3:
{"formula": "C13H39N13O26", "method": "ωB97M-V/def2-TZVPD", "homo_ha": -0.40230, "relative_energy_kj_mol": 388.42, "total_charge": 0, "homo_lumo_gap_ha": 0.392, "symbols": ["C", "N", "O", "O", "H", "H", "H", "C", "N", "O", "O", "H", "H", "H", "C", "N", "O", "O", "H", "H", "H", "C", "N", "O", "O", "H", "H", "H", "C", "N", "O", "O", "H", "H", "H", "C", "N", "O", "O", "H", "H", "H", "C", "N", "O", "O", "H", "H", "H", "C", "N", "O", "O", "H", "H", "H", "C", "N", "O", "O", "H", "H", "H", "C", "N", "O", "O", "H", "H", "H", "C", "N", "O", "O", "H", "H", "H", "C", "N", "O", "O", "H", "H", "H", "C", "N", "O", "O", "H", "H", "H"], "xyz": [[-1.399222, 0.254096, -0.473011], [-0.769682, -0.284685, 0.810996], [-1.020554, 0.349583, 1.823740], [0.109212, -1.152491, 0.725496], [-1.728548, -0.624805, -1.027252], [-0.613202, 0.690568, -1.089270], [-2.193982, 0.981583, -0.307976], [-3.627824, -6.407944, 0.181082], [-5.031426, -6.216738, -0.168756], [-5.666884, -5.391118, 0.506773], [-5.549260, -7.074739, -0.822806], [-3.392897, -7.431859, 0.471803], [-3.460084, -5.858244, 1.107245], [-2.979313, -6.060228, -0.623050], [1.896383, 6.753668, -7.152233], [0.775082, 5.833407, -6.818005], [1.020509, 4.847765, -6.119468], [-0.377992, 6.087360, -7.249147], [2.744310, 6.551077, -6.497965], [1.538374, 7.755891, -6.916727], [2.186347, 6.780266, -8.202624], [6.607072, -0.158542, 2.262940], [7.788675, 0.030387, 1.377718], [7.984053, -0.906527, 0.566272], [8.491369, 1.033580, 1.532723], [6.102505, 0.802297, 2.364466], [6.901037, -0.560325, 3.232613], [5.903659, -0.718189, 1.646421], [2.492565, 1.293833, 8.010413], [2.761970, 2.343985, 8.990821], [3.885538, 2.594072, 9.407192], [1.829485, 2.987856, 9.355549], [1.445893, 1.330982, 7.708418], [2.688879, 0.284144, 8.371075], [2.970719, 1.679839, 7.110142], [0.169220, -1.229665, -8.813080], [-0.001908, -2.225160, -7.634779], [-0.463211, -1.783809, -6.585526], [0.378252, -3.390153, -7.796587], [1.249215, -1.083683, -8.833060], [-0.389461, -0.374482, -8.432755], [-0.219173, -1.667875, -9.732446], [-7.197777, -2.809441, 6.797516], [-5.906389, -3.234427, 6.179313], [-5.092654, -2.374887, 5.954760], [-5.725995, -4.452472, 6.041236], [-7.810116, -3.685772, 7.010115], [-7.653841, -2.060479, 6.150094], [-6.993751, -2.426311, 7.797362], [-5.431783, 6.449200, -4.012194], [-5.586277, 5.244799, -4.779394], [-4.940089, 4.247358, -4.490534], [-6.397540, 5.268308, -5.701191], [-4.734571, 7.141983, -4.483420], [-4.886552, 6.133090, -3.122872], [-6.433692, 6.799969, -3.764725], [4.904149, 1.343337, -4.638430], [4.227699, 0.496126, -3.662213], [4.196478, -0.716725, -3.864129], [3.854663, 1.001018, -2.600372], [4.300578, 1.232271, -5.539242], [5.896312, 0.952443, -4.864076], [4.881043, 2.376190, -4.290909], [2.774664, -7.077449, -2.629824], [3.690407, -8.070229, -1.976058], [4.825806, -7.623654, -1.670532], [3.222830, -9.141497, -1.614752], [1.906965, -7.674431, -2.910543], [3.344438, -6.776467, -3.508953], [2.571373, -6.210043, -2.001821], [1.094593, 5.414936, 0.562092], [1.274539, 6.079720, -0.763139], [2.394438, 6.145070, -1.175253], [0.293347, 6.592079, -1.313493], [1.988731, 4.799418, 0.660826], [0.129027, 4.914928, 0.638077], [1.107814, 6.232426, 1.282959], [2.131752, -5.794829, 4.352077], [3.093811, -6.909341, 4.693614], [2.727782, -7.796066, 5.489084], [4.174427, -6.834416, 4.156364], [1.574233, -6.069886, 3.456745], [2.725890, -4.881293, 4.328334], [1.444019, -5.637877, 5.183031], [-5.123144, 3.816110, 5.163979], [-5.444703, 4.513576, 3.849595], [-6.396817, 5.273155, 3.874179], [-4.848913, 4.203548, 2.847462], [-5.268783, 4.465356, 6.027326], [-4.098726, 3.446121, 5.205943], [-5.815395, 3.010482, 5.408612]], "atomic_forces_ev_per_a": [[0.2, -1.1, -0.4], [1.5, 1.2, -0.2], [-0.1, -0.8, -0.3], [-1.8, 0.9, -0.1], [-0.2, 0.1, 0.1], [0.2, 0.0, 0.4], [0.2, -0.4, 0.5], [1.6, 0.6, 0.9], [-1.6, -0.3, 3.0], [0.9, -0.2, -1.3], [-0.3, -0.3, -1.5], [-0.5, -0.2, -0.7], [0.0, 0.4, -0.4], [-0.1, -0.1, 0.1], [0.1, 1.0, 0.6], [-2.2, -1.3, -0.2], [0.0, 1.4, -0.9], [2.8, -0.1, 0.7], [-0.2, -0.3, -0.2], [-0.1, -0.1, 0.0], [-0.4, -0.6, 0.1], [-0.9, 0.8, -0.9], [1.2, -0.9, -0.8], [0.0, 2.3, 1.5], [-1.0, -1.6, -0.5], [0.5, 0.2, 0.4], [0.0, -0.2, -0.4], [0.3, -0.7, 0.6], [-0.6, 0.0, -1.4], [1.2, 0.7, 1.4], [0.2, -1.2, -0.9], [-2.2, 0.9, 0.3], [-0.1, 0.2, 0.7], [0.7, 0.4, -0.1], [0.8, -0.9, 0.0], [-0.3, -0.7, 1.7], [0.1, -0.9, 0.1], [0.5, -0.4, -1.3], [-0.5, 1.7, 0.0], [-0.2, 0.2, -0.3], [0.3, 0.1, -0.6], [0.1, 0.0, 0.3], [-0.3, -0.3, 0.5], [0.0, -1.8, 0.8], [0.1, 0.2, -0.3], [-0.2, 1.6, -0.1], [0.0, 0.0, -0.7], [0.0, -0.2, 0.2], [0.4, 0.5, -0.3], [0.9, 0.3, 1.8], [-0.6, -2.0, -1.9], [-0.1, 0.8, 0.1], [0.5, 0.3, 0.6], [-0.6, 0.1, -0.5], [-0.3, 0.1, 0.2], [0.4, 0.4, -0.3], [-0.5, 0.5, -1.0], [0.4, -1.6, 2.6], [-0.2, 1.2, -0.4], [0.1, -0.1, -1.3], [0.1, 0.2, -0.1], [-0.1, 0.0, 0.4], [0.2, -0.3, 0.0], [0.4, -1.0, -1.0], [1.3, 1.2, 2.5], [-2.2, -1.4, -1.0], [0.7, 0.8, -0.7], [-0.1, 0.5, 0.1], [-0.3, 0.3, 0.0], [0.2, -0.4, 0.2], [0.2, 0.3, 0.0], [-2.0, 0.8, -0.3], [1.1, 0.0, -0.5], [0.9, -0.8, 0.7], [-0.4, -0.1, 0.3], [0.3, -0.1, -0.3], [0.1, -0.1, 0.0], [-0.1, 0.1, 1.1], [-0.8, -0.7, 1.0], [0.6, 1.6, -1.5], [-0.1, -0.3, 0.2], [0.4, 0.2, 0.0], [0.0, -0.3, -0.8], [-0.1, -0.6, -0.1], [0.4, 0.1, 0.9], [-1.1, -0.5, 0.8], [0.4, 0.0, 0.2], [0.6, -0.1, 0.2], [0.0, 0.6, -0.5], [-0.2, 0.1, -0.6], [-0.1, -0.1, -0.9]]}